# 1
Here is a 13-piece molecular cluster, H26O13 overall from OMol25. Energies are from the ωB97M-V functional and the def2-TZVPD basis.

Values from the calculation:
Energy relative to the best compared isomer or geometry (same formula, charge and spin) ... 45.1 kcal/mol
Kohn-Sham gap ... 0.358 Eh

```
! RIJCOSX wB97M-V def2-TZVPD def2/J DEFGRID3
* xyz 0 1
O 5.4536 7.7395 -17.1758
H 6.2852 7.3942 -16.8510
H 4.8223 7.0391 -17.0110
O 3.1704 10.9588 -12.6059
H 2.6434 10.3247 -13.0922
H 3.9938 11.0090 -13.0914
O -0.2920 10.1463 -14.6230
H 0.3840 9.4760 -14.7225
H -0.2452 10.6564 -15.4316
O 2.3987 12.8833 -14.9190
H 3.2259 12.4210 -14.7839
H 2.0792 13.0667 -14.0354
O 3.2418 9.7592 -15.4916
H 3.0064 9.2952 -16.2950
H 3.9078 10.3899 -15.7650
O 2.8203 6.4945 -17.0474
H 2.3354 5.6713 -16.9892
H 2.1461 7.1731 -17.0132
O 2.6317 7.6546 -13.7043
H 2.1015 7.4793 -14.4817
H 3.3822 8.1500 -14.0323
O 5.8659 8.3666 -13.5114
H 6.7369 8.0641 -13.7686
H 5.8172 9.2645 -13.8394
O 1.2490 8.8967 -17.6575
H 1.4456 8.6469 -18.5604
H 0.9471 9.8029 -17.7196
O 4.6677 10.1429 -17.9817
H 5.2861 9.4511 -17.7466
H 4.1136 9.7503 -18.6564
O 0.3342 7.3791 -15.5283
H -0.4321 6.8842 -15.8184
H 0.5896 7.8958 -16.2925
O 5.4344 11.4142 -14.7328
H 5.5450 12.3276 -14.9970
H 6.2646 10.9961 -14.9613
O 3.4508 12.5311 -18.4013
H 2.5934 12.6102 -17.9831
H 3.8721 11.8005 -17.9487
*
```

Atom charges from the Mulliken analysis, given in e for atoms 1 to 5:
1. O -0.57
2. H 0.27
3. H 0.26
4. O -0.70
5. H 0.38

# 2
Here is a 13-piece molecular cluster, H26O13 overall in a non-equilibrium geometry from OMol25. Energies are from the ωB97M-V functional and the def2-TZVPD basis.

Values from the calculation:
Energy relative to the best compared isomer or geometry (same formula, charge and spin) ... 153.1 kcal/mol
Kohn-Sham gap ... 0.342 Eh

```
! RIJCOSX wB97M-V def2-TZVPD def2/J DEFGRID3
* xyz 0 1
H -0.7363 -0.0461 0.3894
H 0.5500 -0.9378 0.4145
H -0.5446 3.8569 -0.5607
H -0.3789 4.7296 0.7473
H -3.1840 0.4302 3.0768
H -2.4326 1.5884 3.3622
H -0.7601 -1.1565 -3.5609
H -2.1018 -1.1085 -2.8261
H 4.2841 2.4646 -1.2657
H 3.1487 1.3789 -1.1258
H 3.0810 -0.4532 1.4014
H 4.0958 -1.4302 1.1368
H -2.4581 -1.9463 2.2594
H -2.4606 -3.3374 1.7388
H -1.3678 -4.7011 -2.6646
H -0.5449 -3.3855 -2.2012
H 1.1626 2.2083 0.7214
H 2.4023 2.3304 1.4077
H -4.5593 1.4899 -0.1041
H -5.0433 0.8197 -1.3607
H 0.6737 -1.8209 2.7418
H 2.0643 -2.0532 3.1896
H -2.3239 0.7414 -0.7603
H -1.8974 0.9775 -2.2252
H 5.0868 -0.9920 -2.2254
H 4.4553 -0.4819 -0.9730
O -0.1346 -0.6447 -0.1594
O 0.0354 4.4195 -0.0076
O -3.1883 1.3863 2.8677
O -1.4302 -0.5390 -3.2514
O 3.2736 2.3117 -1.2209
O 3.8459 -0.9047 1.8036
O -2.3820 -2.4194 1.4566
O -1.0467 -4.1223 -1.9468
O 2.1523 2.3360 0.4968
O -5.1935 1.6128 -0.8394
O 1.1588 -2.3632 3.2495
O -1.5573 0.7069 -1.3456
O 4.2558 -0.9449 -1.8365
*
```

Atom charges from the Mulliken analysis, given in e for atoms 1 to 5:
1. H 0.24
2. H 0.20
3. H 0.32
4. H 0.29
5. H 0.31

# 3
Here is a 13-piece molecular cluster, H26O13 overall in a non-equilibrium geometry from OMol25. Energies are from the ωB97M-V functional and the def2-TZVPD basis.

Values from the calculation:
Energy relative to the best compared isomer or geometry (same formula, charge and spin) ... 145.7 kcal/mol
Kohn-Sham gap ... 0.287 Eh

```
! RIJCOSX wB97M-V def2-TZVPD def2/J DEFGRID3
* xyz 0 1
H -0.5324 0.6790 -0.3286
H -1.0630 -0.7153 -0.0379
H -2.1689 3.5649 0.5234
H -3.1688 4.2385 1.4489
H 3.7269 -3.1868 -1.4171
H 3.0554 -2.0356 -0.6863
H 2.5356 1.0468 2.4569
H 3.4735 0.3804 1.4638
H -1.2084 -1.5950 -6.3435
H -1.1569 -0.9278 -4.9788
H -1.7226 3.4048 -2.3050
H -2.6108 3.3182 -3.5353
H 1.7043 2.9053 2.6695
H 1.4783 3.2433 1.2050
H 1.5256 1.3303 0.1106
H 1.3033 1.5408 -1.3781
H -2.9112 0.9848 -0.7471
H -2.7061 -0.0394 0.3570
H 0.9869 -4.2182 1.9032
H 1.8471 -4.2512 0.6505
H 0.8030 -1.9017 0.4107
H 2.0973 -1.1705 0.7268
H -0.6484 0.7895 4.4302
H -1.6923 -0.2581 4.0793
H -1.4480 -3.9274 0.2856
H -1.0447 -2.6406 -0.4154
O -0.5263 -0.2227 -0.6691
O -2.6796 4.3753 0.6298
O 3.6969 -2.7441 -0.5615
O 2.5462 0.4220 1.7231
O -0.6330 -1.4683 -5.5807
O -2.6165 3.1745 -2.5822
O 1.0769 2.7797 1.9486
O 0.8426 1.5543 -0.5316
O -2.2686 0.6937 -0.0903
O 0.9414 -4.3801 0.9541
O 1.1759 -1.0165 0.4897
O -0.7609 -0.1599 4.3074
O -1.2496 -3.5668 -0.5859
*
```

Atom charges from the Mulliken analysis, given in e for atoms 1 to 5:
1. H 0.36
2. H 0.22
3. H 0.32
4. H 0.30
5. H 0.33

# 4
Here is a 13-piece molecular cluster, H26O13 overall in a non-equilibrium geometry from OMol25. Energies are from the ωB97M-V functional and the def2-TZVPD basis.

Values from the calculation:
Energy relative to the best compared isomer or geometry (same formula, charge and spin) ... 89.5 kcal/mol
Kohn-Sham gap ... 0.374 Eh

```
! RIJCOSX wB97M-V def2-TZVPD def2/J DEFGRID3
* xyz 0 1
H 0.1402 0.0615 0.2913
H -0.8125 1.0604 -0.3447
H 2.7555 -0.8003 3.7155
H 1.7366 0.0243 4.4849
H -1.8843 2.3802 2.7107
H -3.2094 3.1023 2.5296
H -4.1450 0.6417 2.2408
H -3.7104 0.0393 3.5667
H 2.8256 -0.8531 1.4021
H 1.8420 -1.6408 0.5523
H 3.7438 0.1083 -1.6447
H 3.1719 1.3095 -2.3794
H 0.5537 -3.8584 -0.1652
H -0.0879 -3.1941 -1.3723
H -1.8405 0.4874 -3.6223
H -0.5278 -0.0731 -3.1002
H -2.4039 -0.2770 -1.8506
H -2.6314 -0.5732 -0.3773
H -0.8847 -2.2619 -2.8935
H -2.4011 -2.2011 -2.9764
H 2.1051 2.3646 0.8970
H 1.1494 1.9980 2.0205
H 4.3923 3.3425 -0.8950
H 4.2513 2.5951 -2.2109
H -2.3558 -2.7142 0.3109
H -1.2350 -1.6899 0.3779
O 0.1241 0.9001 -0.1835
O 2.4153 0.0971 3.8043
O -2.5917 2.5213 2.0714
O -4.3935 0.5920 3.1707
O 2.6068 -1.0580 0.4860
O 3.4775 0.4065 -2.5216
O -0.2818 -3.4924 -0.4765
O -0.9133 0.3759 -3.8609
O -3.0808 -0.5696 -1.2299
O -1.6035 -1.9772 -3.4690
O 1.9993 1.7552 1.6363
O 3.7346 3.0485 -1.5353
O -2.0303 -1.9775 0.8402
*
```

Atom charges from the Mulliken analysis, given in e for atoms 1 to 5:
1. H 0.26
2. H 0.29
3. H 0.29
4. H 0.30
5. H 0.30

| no. | LUMO level (Eh) | total energy (a.u.) |
| --- | --- | --- |
| 1 | -0.0173 | -993.70140 |
| 2 | -0.0145 | -993.52931 |
| 3 | -0.0009 | -993.54111 |
| 4 | -0.0174 | -993.63058 |